[1]
154
Properties=species:S:1:pos:R:3:forces:R:3 method="wB97M-V/def2-TZVPD" smiles=CCN(CC)CC.CCN(CC)CC.CCN(CC)CC.CCN(CC)CC.CCN(CC)CC.CCN(CC)CC.CCN(CC)CC e_lumo_ev=0.59 e_homo_ev=-7.86 de_lowest_kj_mol=3.6
C -0.1696 -6.1114 -2.4754 0.764 0.297 -0.104
C 0.5442 -5.7280 -3.7758 -0.038 -0.312 0.368
N 2.0018 -5.7621 -3.6796 -0.121 0.067 -0.170
C 2.5214 -4.8035 -2.7174 0.282 -0.457 0.658
C 3.9642 -5.1250 -2.3297 0.180 0.024 -0.531
C 2.5907 -5.5143 -4.9861 0.109 0.227 -0.550
C 2.4153 -6.6202 -6.0146 -0.106 -0.338 -0.230
H -1.2322 -6.1989 -2.6852 -0.092 -0.064 0.267
H 0.0198 -5.3731 -1.6944 -0.406 0.132 -0.068
H 0.2476 -7.0375 -2.0763 -0.223 -0.198 -0.219
H 0.2571 -6.4708 -4.5191 -0.044 0.148 -0.123
H 0.1845 -4.7416 -4.1214 0.025 -0.026 -0.019
H 2.4032 -3.7608 -3.0510 0.064 -0.016 -0.059
H 1.9763 -4.9063 -1.7778 -0.286 0.057 -0.221
H 4.1964 -4.6660 -1.3698 0.190 0.017 -0.053
H 4.0987 -6.2059 -2.2712 -0.207 -0.022 0.287
H 4.6901 -4.8106 -3.0823 0.009 0.294 0.144
H 3.6611 -5.3257 -4.8986 0.004 -0.111 0.292
H 2.1916 -4.5730 -5.4173 -0.097 -0.086 0.076
H 2.8135 -6.2874 -6.9757 -0.040 0.060 0.025
H 1.3741 -6.9007 -6.1809 -0.005 0.152 -0.006
H 2.9401 -7.5458 -5.7683 0.066 0.144 0.275
C 3.2970 3.0247 -3.9640 -0.919 -0.076 -0.492
C 4.8069 3.1673 -3.9295 0.151 -0.294 0.545
N 5.3537 3.2694 -2.5708 0.677 -0.141 -0.398
C 5.3532 1.9689 -1.9183 0.308 -0.099 0.469
C 6.4111 1.8635 -0.8236 0.016 0.741 0.231
C 4.7565 4.3010 -1.7537 -0.637 0.240 0.173
C 5.0295 5.7027 -2.2769 0.180 0.254 0.055
H 2.8834 2.4313 -3.1442 0.321 -0.114 0.074
H 2.9799 2.5114 -4.8767 0.055 0.111 -0.038
H 2.7376 3.9636 -3.9324 0.258 0.123 -0.030
H 5.2602 2.2626 -4.3348 -0.034 0.038 -0.168
H 5.1621 3.9803 -4.5641 -0.125 0.146 0.127
H 4.3523 1.7523 -1.5146 0.072 -0.253 0.036
H 5.6201 1.1875 -2.6313 -0.320 0.138 -0.276
H 6.2246 2.5896 -0.0273 -0.067 -0.226 0.128
H 6.4718 0.8676 -0.3874 -0.116 -0.036 -0.016
H 7.3888 2.1406 -1.2220 -0.017 -0.187 -0.151
H 5.1086 4.2135 -0.7252 0.222 -0.024 -0.091
H 3.6590 4.1555 -1.6694 0.106 0.027 -0.082
H 4.7745 5.7782 -3.3343 0.004 0.072 0.014
H 6.0743 5.9951 -2.1518 0.062 -0.259 -0.153
H 4.4613 6.4676 -1.7436 -0.208 -0.198 0.028
C -0.6397 2.3239 -4.4667 0.716 0.447 0.673
C -1.1197 0.8806 -4.4360 -0.474 0.074 1.287
N -0.3071 -0.0720 -5.1366 -0.176 -0.109 -0.757
C 1.0473 -0.2226 -4.6342 0.157 -0.046 0.863
C 1.2326 -1.0861 -3.3737 -0.683 0.231 0.417
C -1.0048 -1.3297 -5.3410 -0.286 -0.021 0.317
C -0.2495 -2.2948 -6.2306 -0.345 -0.245 -0.404
H 0.0520 2.5755 -5.2719 -0.300 -0.220 -0.314
H -0.0720 2.5408 -3.5525 0.003 -0.023 -0.075
H -1.4583 3.0424 -4.4487 -0.121 -0.110 -0.223
H -1.2059 0.6015 -3.3610 0.038 0.006 -0.098
H -2.1634 0.8279 -4.7515 0.169 -0.145 -0.572
H 1.6791 -0.5958 -5.4411 0.105 0.107 0.022
H 1.4004 0.7539 -4.2964 0.081 0.151 -0.635
H 0.8733 -2.1110 -3.4787 0.317 -0.074 -0.126
H 2.2644 -1.0456 -3.0212 0.107 -0.279 -0.264
H 0.6639 -0.6692 -2.5319 -0.052 0.038 -0.125
H -1.9786 -1.1260 -5.7942 0.123 0.267 -0.107
H -1.2685 -1.8083 -4.3761 0.189 -0.066 -0.071
H 0.2220 -1.7667 -7.0605 0.193 0.072 0.143
H -0.9648 -2.9717 -6.7059 0.058 -0.131 0.185
H 0.4742 -2.9057 -5.6943 0.169 0.113 -0.054
C -0.9955 0.5938 0.2715 -0.298 0.460 -0.146
C 0.4186 0.9035 0.7102 0.269 0.034 0.502
N 1.3508 -0.1862 0.4768 -0.014 0.410 -1.091
C 1.0742 -1.4558 1.0834 -1.161 -0.725 0.177
C 1.7874 -2.6122 0.4091 0.881 -0.505 0.865
C 2.7452 0.2167 0.4771 0.025 -0.249 0.615
C 3.3611 0.3292 1.8789 0.658 0.326 -0.366
H -1.6551 1.4566 0.4167 0.116 -0.005 0.259
H -1.4308 -0.2440 0.8084 -0.072 -0.118 -0.148
H -1.0177 0.4401 -0.8100 0.072 -0.433 0.054
H 0.7411 1.7718 0.1279 0.234 -0.108 0.002
H 0.4797 1.2230 1.7691 -0.391 0.042 -0.038
H 0.0138 -1.7130 0.9702 -0.031 0.454 -0.191
H 1.1697 -1.4884 2.1815 0.580 0.090 -0.071
H 1.5007 -2.7330 -0.6325 0.155 0.189 -0.107
H 1.5984 -3.5569 0.9321 -0.478 0.122 -0.051
H 2.8734 -2.5400 0.5381 -0.002 0.228 -0.513
H 3.3083 -0.5018 -0.1225 0.108 0.071 0.003
H 2.8377 1.1903 -0.0041 -0.143 -0.042 -0.171
H 3.3071 -0.6040 2.4369 -0.215 0.047 0.122
H 4.4269 0.5749 1.7973 -0.061 -0.066 -0.079
H 2.9253 1.1635 2.4303 -0.225 -0.224 0.176
C 1.8576 3.0629 5.2713 -0.359 0.651 0.041
C 0.9899 1.8775 4.9195 -0.002 -0.457 -0.463
N 0.5353 1.1291 6.0759 0.920 0.099 -0.049
C 0.2213 1.8157 7.3186 -0.490 -0.622 -0.283
C 1.0592 1.3277 8.4918 0.081 0.053 0.146
C -0.2987 -0.0152 5.8035 -0.450 0.220 0.928
C 0.0902 -0.8297 4.5905 -0.991 0.149 0.245
H 2.3612 3.4758 4.3961 0.134 -0.312 -0.068
H 2.5868 2.7771 6.0283 0.113 0.080 -0.049
H 1.2671 3.9054 5.6437 0.060 -0.131 0.194
H 0.1667 2.1511 4.2298 -0.043 0.297 0.227
H 1.6093 1.2012 4.3194 -0.047 -0.023 0.055
H 0.3111 2.8941 7.2141 0.029 0.020 -0.038
H -0.8390 1.6025 7.5318 0.035 0.264 0.167
H 2.1185 1.5589 8.3662 -0.057 0.183 -0.059
H 0.6943 1.7986 9.4086 0.135 -0.085 0.063
H 1.0106 0.2440 8.6121 -0.210 0.009 -0.044
H -1.3662 0.2994 5.7511 0.106 -0.013 -0.399
H -0.2925 -0.6442 6.7046 0.177 -0.089 -0.144
H -0.6658 -1.6151 4.5070 0.283 -0.248 -0.049
H 1.0833 -1.2587 4.6910 0.096 0.056 -0.217
H -0.0454 -0.2216 3.6976 0.445 -0.092 -0.165
C -5.2796 2.4963 -1.6924 0.015 -0.742 -0.017
C -5.4781 2.8162 -0.2185 -0.322 1.091 -0.446
N -4.3134 3.3868 0.4216 0.629 -0.801 0.277
C -3.6094 4.4413 -0.2851 -0.333 0.216 -0.223
C -4.4667 5.6518 -0.6854 -0.264 0.013 0.465
C -4.4949 3.6025 1.8423 0.295 0.601 -0.036
C -3.1778 3.7285 2.6107 -0.384 -0.749 0.339
H -6.2331 2.1699 -2.1126 0.006 0.080 -0.025
H -4.5895 1.6558 -1.8160 0.086 0.117 0.025
H -4.9086 3.3196 -2.2987 -0.077 0.130 0.116
H -6.3243 3.5314 -0.1478 -0.064 -0.217 0.042
H -5.7815 1.9145 0.3132 0.079 -0.031 0.086
H -2.7861 4.7860 0.3404 0.021 -0.105 0.030
H -3.1546 4.0095 -1.1804 0.029 0.058 0.008
H -3.8620 6.4326 -1.1457 -0.007 -0.090 -0.194
H -5.2897 5.3637 -1.3419 0.181 0.061 -0.206
H -4.9490 6.1124 0.1837 0.143 -0.088 0.061
H -5.0371 2.7526 2.2571 -0.128 -0.023 -0.153
H -5.0883 4.5149 2.0450 -0.168 -0.199 0.033
H -2.7499 4.7267 2.6132 0.093 0.001 -0.069
H -2.4664 2.9806 2.2527 0.134 0.246 -0.188
H -3.3933 3.4208 3.6382 0.143 0.357 0.110
C -4.2752 -2.6799 6.1184 0.252 0.406 0.269
C -3.6018 -2.2107 4.8358 0.008 -0.283 0.018
N -4.5716 -1.9668 3.7698 0.461 0.093 -0.018
C -4.0071 -1.2231 2.6431 -0.195 0.314 -0.055
C -3.3033 0.0563 3.0484 -0.424 0.305 0.771
C -5.1479 -3.2313 3.3378 -0.294 -0.306 0.201
C -6.1337 -3.1200 2.1911 0.132 0.379 -0.280
H -3.5652 -2.6840 6.9495 0.126 -0.125 -0.137
H -4.7274 -3.6667 6.0708 -0.109 0.035 -0.067
H -5.0093 -1.9137 6.3769 -0.271 -0.280 -0.005
H -3.0765 -1.2944 5.0957 -0.099 0.103 -0.175
H -2.8291 -2.9194 4.4821 -0.031 -0.077 0.146
H -3.3673 -1.8405 1.9891 0.016 -0.107 0.099
H -4.8631 -0.8782 2.0607 0.084 -0.266 -0.308
H -4.0195 0.6164 3.6631 0.076 0.134 -0.096
H -2.4335 -0.0697 3.6910 0.206 -0.110 -0.327
H -3.0475 0.6732 2.1913 0.034 -0.096 -0.085
H -5.6815 -3.6584 4.1900 0.013 0.040 -0.034
H -4.3727 -3.9814 3.0841 0.119 0.224 -0.094
H -5.6668 -2.7618 1.2721 0.108 -0.172 -0.007
H -6.9162 -2.3915 2.4140 -0.132 -0.206 0.147
H -6.5586 -4.1001 1.9804 -0.163 0.052 0.048

***

[2]
59
Properties=species:S:1:pos:R:3:forces:R:3 method="wB97M-V/def2-TZVPD" total_charge=+1 multiplicity=2 e_lumo_ev="-5.03 / -4.23" e_homo_ev="-11.03 / -11.08" de_lowest_kj_mol=271.3
Cr 0.1160 0.2405 -0.0217 0.596 -1.451 0.881
N 1.2380 0.5570 1.7516 -0.210 0.198 0.020
C 0.5005 1.4258 2.6962 -0.068 0.078 -0.035
C -0.5316 2.2378 1.9339 0.129 -0.005 0.045
N -1.3663 1.3539 1.0744 0.140 0.376 -0.046
C -2.2637 0.5038 1.9194 0.023 -0.260 0.010
C -1.7310 -0.9212 2.0142 -0.008 0.283 -0.054
N -1.1401 -1.2713 0.7142 -0.420 -0.273 -0.134
C -2.1350 2.1673 0.0788 -0.036 -0.029 -0.141
C -1.5210 2.0994 -1.3146 -0.013 0.013 0.104
N -1.1915 0.6861 -1.6488 0.087 0.262 -0.049
H 1.5624 -0.3044 2.2003 -0.084 0.018 -0.009
H 2.0839 1.0272 1.4367 -0.003 -0.013 -0.046
H 1.1610 2.1145 3.2227 0.057 -0.071 0.061
H 0.0148 0.8014 3.4441 0.040 0.001 0.033
H -0.0263 2.9545 1.2846 -0.061 0.011 -0.012
H -1.1546 2.8018 2.6331 -0.073 0.035 -0.059
H -3.2539 0.4765 1.4691 0.025 0.066 -0.083
H -2.3789 0.9467 2.9100 -0.007 0.046 -0.011
H -2.5443 -1.5916 2.2905 0.046 -0.081 0.050
H -0.9516 -1.0131 2.7694 0.045 -0.052 -0.030
H -1.8507 -1.6404 0.0872 0.007 0.105 -0.069
H -0.4394 -2.0327 0.8511 -0.015 0.170 0.010
H -2.1948 3.2091 0.3964 -0.035 -0.004 0.056
H -3.1549 1.7910 0.0262 0.001 -0.052 0.058
H -0.5978 2.6817 -1.3692 0.035 -0.064 -0.015
H -2.2296 2.5323 -2.0210 0.075 0.047 -0.083
H -0.6682 0.6655 -2.5214 0.053 -0.096 0.036
H -2.0454 0.1613 -1.8142 0.029 -0.083 0.068
O 3.9010 -6.5180 -0.1486 0.025 0.057 0.072
S 2.5752 -6.0270 -0.3364 -0.132 -0.166 0.002
O 1.8087 -6.4405 -1.4715 0.010 0.011 -0.006
N 2.5776 -4.3519 -0.2886 -0.095 0.065 0.004
C 1.8575 -3.9242 0.6793 0.046 -0.164 -0.225
S 1.6196 -2.2379 1.0203 0.043 0.450 0.055
C 1.2321 -4.9654 1.5591 0.053 0.093 0.031
C 0.4122 -4.8054 2.6622 0.020 -0.067 -0.008
C -0.0341 -5.9450 3.3237 -0.007 0.096 -0.016
C 0.3434 -7.2115 2.8922 -0.020 0.005 0.027
C 1.1650 -7.3701 1.7819 0.073 -0.096 -0.095
C 1.5909 -6.2312 1.1339 0.004 0.164 -0.054
H 0.1460 -3.8130 3.0018 -0.003 -0.005 0.029
H -0.6785 -5.8418 4.1874 0.025 -0.035 0.008
H -0.0041 -8.0853 3.4270 -0.004 0.007 -0.006
H 1.4607 -8.3536 1.4414 -0.009 0.016 -0.009
I 4.8150 6.9474 -0.4547 -0.036 -0.101 -0.026
C 4.1266 5.0019 -0.7620 0.043 0.139 0.036
C 4.8520 4.1295 -1.5638 0.010 -0.033 -0.025
C 4.4000 2.8341 -1.7544 0.001 -0.024 -0.008
C 3.2126 2.4139 -1.1649 -0.168 0.006 0.118
C 2.4969 3.2988 -0.3667 -0.024 0.019 -0.033
C 2.9474 4.5919 -0.1541 0.015 -0.062 0.014
C 2.7695 1.0068 -1.4094 0.214 -0.084 0.027
O 3.4540 0.1952 -1.9473 -0.028 -0.202 -0.127
O 1.5104 0.7219 -0.9906 -0.426 0.679 -0.303
H 5.7655 4.4595 -2.0390 0.002 -0.014 0.028
H 4.9559 2.1310 -2.3600 0.007 0.036 -0.013
H 1.5731 2.9708 0.0921 0.013 0.039 -0.034
H 2.3950 5.2745 0.4774 -0.009 -0.001 -0.016

***

[3]
31
Properties=species:S:1:pos:R:3:forces:R:3 method="wB97M-V/def2-TZVPD" total_charge=+1 e_lumo_ev=-3.11 e_homo_ev=-14.21 de_lowest_kj_mol=149.3
O -1.2874 3.2566 0.2706 0.029 -1.053 0.052
H -0.4294 3.1045 -2.8400 0.050 1.061 -0.426
H -1.9943 0.3357 2.5525 -0.288 0.218 0.561
O -2.3667 -0.5189 2.3390 1.963 -0.243 -1.362
H 0.0788 0.8755 0.9875 0.532 -0.506 -1.210
H 0.1254 -2.0723 2.1978 -0.227 -0.273 0.417
O -0.0577 -2.7330 1.5300 0.383 1.213 -1.365
H -1.1165 3.8369 -0.4715 0.059 0.292 0.133
H -0.2321 -3.5661 1.9240 -0.186 -0.945 0.869
O 3.4085 -1.3340 0.4865 0.302 0.245 0.188
H 4.1696 -1.2279 1.0704 0.331 -0.191 -0.370
H 2.7138 -1.0344 1.0657 -0.779 -0.104 0.312
O -1.1959 2.5699 -2.6935 -0.055 -1.553 0.525
H -0.1972 2.1695 2.5413 0.322 0.128 0.248
H -2.0458 2.9938 -2.8087 0.191 0.522 -0.297
O -0.2682 -0.0372 -2.1788 0.618 -0.712 -0.859
H -0.6114 -0.0708 -1.2672 0.114 0.891 -0.122
H -0.4700 0.7876 -2.6525 -0.613 0.160 0.479
O 0.0800 0.0709 0.3946 -0.781 1.037 1.447
H 1.0236 -0.3858 -2.1253 -0.694 -0.275 -0.614
H -0.7512 -0.2243 0.8182 0.063 -1.166 -0.374
O 2.0391 -0.6964 -1.8146 -0.617 0.426 0.054
H 1.9053 -0.3072 -0.9319 0.899 -0.322 0.543
H -1.2131 3.7354 1.0910 -0.080 0.762 0.015
O 0.0211 -3.1571 -2.1601 0.546 0.151 -0.175
H -3.1987 -0.6429 2.7355 -1.533 0.082 0.816
O -0.0659 1.2454 2.7794 -0.299 0.123 -0.090
H 0.8682 1.0378 2.6786 0.126 0.269 0.355
H 2.0648 -1.6645 -1.6951 0.082 -0.119 0.004
H -0.6211 -3.8680 -2.2065 -0.055 -0.111 0.028
H -0.3754 -2.4786 -1.6167 -0.403 -0.008 0.220